[1]
C43H51N17O2Pb as an isolated structure, computed with ωB97M-V/def2-TZVPD.

Output
Electronic energy = -80084.1517 eV
Energy above the lowest of the compared OMol25 structures with the same formula, charge and spin = 17.69 kcal/mol
HOMO = -12.070 eV

Geometry as ORCA input:
```
! wB97M-V def2-TZVPD RIJCOSX def2/J DEFGRID3
* xyz 2 1
Pb -1.0006 0.2288 0.1725
N -3.5227 0.6808 -0.5654
C -4.4320 1.1283 0.5056
C -3.9055 2.3802 1.1998
N -2.4891 2.2699 1.5803
C -2.1146 2.5978 2.9682
C -1.4008 1.4591 3.6896
N -0.3163 0.9021 2.8680
H -3.8729 -0.1738 -0.9842
H -3.4741 1.3788 -1.3046
H -5.4332 1.3455 0.1264
H -4.5203 0.3135 1.2244
H -4.0555 3.2452 0.5481
H -4.5121 2.5470 2.0905
H -1.9552 2.8709 0.9661
H -1.4717 3.4819 2.9771
H -3.0043 2.8566 3.5431
H -1.0495 1.8380 4.6523
H -2.1057 0.6535 3.9007
H 0.3854 1.6184 2.6879
H 0.1562 0.1498 3.3558
C -0.9172 -1.2256 -3.2816
N -0.6127 -1.6053 -1.9021
C -0.9926 -2.9600 -1.5253
C -1.9400 -2.9814 -0.3574
N -2.1257 -1.9914 0.4790
C -3.0250 -2.4576 1.4432
C -3.5361 -1.8420 2.5845
C -4.4072 -2.5700 3.3701
C -4.7670 -3.8850 3.0357
C -4.2596 -4.5112 1.9146
C -3.3810 -3.7698 1.1335
N -2.6708 -4.0685 -0.0229
C -1.2631 0.2284 -3.3839
N -1.1144 1.0908 -2.4211
C -1.5821 2.3046 -2.9237
C -1.6678 3.5584 -2.3179
C -2.2069 4.5936 -3.0565
C -2.6468 4.3964 -4.3746
C -2.5588 3.1629 -4.9918
C -2.0182 2.1282 -4.2384
N -1.7945 0.7834 -4.5065
H -1.7689 -1.8058 -3.6433
H -0.0768 -1.4381 -3.9490
H 0.3763 -1.4338 -1.7413
H -0.1130 -3.5543 -1.2648
H -1.4717 -3.4758 -2.3603
H -3.2486 -0.8290 2.8390
H -4.8264 -2.1210 4.2609
H -5.4507 -4.4228 3.6785
H -4.5316 -5.5283 1.6646
H -2.6884 -4.9450 -0.5184
H -1.2877 3.7177 -1.3124
H -2.2764 5.5815 -2.6218
H -3.0585 5.2333 -4.9222
H -2.8950 3.0170 -6.0100
H -1.9902 0.3110 -5.3731
C 6.7628 2.9290 3.7715
N 5.8919 2.9955 2.6062
C 5.3071 2.0048 1.9259
N 4.4768 2.4878 1.0241
C 4.5978 3.8306 1.2101
N 5.4365 4.1829 2.1624
C 5.9758 2.9757 5.0565
C 6.0794 4.0708 5.9006
C 5.3633 4.1090 7.0929
C 4.5366 3.0573 7.4392
C 4.4184 1.9610 6.5806
C 5.1382 1.9247 5.3980
C 3.5609 0.8495 6.9856
N 2.9671 0.7010 8.1201
N 2.3334 -0.5266 8.0717
C 2.5802 -1.0228 6.9105
O 3.3564 -0.2069 6.1593
C 2.1482 -2.3274 6.4112
C 1.6046 -3.2225 7.3317
C 1.2296 -4.4864 6.9178
C 1.3648 -4.8512 5.5856
C 1.8722 -3.9512 4.6575
C 1.9562 -4.3945 3.2121
N 1.7441 -3.3100 2.2556
C 0.6159 -2.6316 2.0499
N 0.8124 -1.6855 1.1442
C 2.1283 -1.8480 0.8184
N 2.7330 -2.8010 1.4929
C 2.2808 -2.6904 5.0735
H 7.4385 3.7773 3.7105
H 7.3442 2.0106 3.6989
H 5.5181 0.9608 2.1027
H 4.0677 4.5669 0.6280
H 6.7278 4.8960 5.6323
H 5.4545 4.9623 7.7520
H 3.9783 3.0613 8.3650
H 5.0599 1.0562 4.7528
H 1.5067 -2.9179 8.3646
H 0.8243 -5.1904 7.6325
H 1.0541 -5.8387 5.2626
H 1.1864 -5.1420 3.0261
H 2.9209 -4.8403 2.9783
H -0.3129 -2.8504 2.5585
H 2.6272 -1.2397 0.0805
H 2.7157 -1.9878 4.3701
C 4.5213 1.2569 -3.6464
N 3.3074 0.4571 -3.4668
C 2.6926 -0.2407 -4.5902
C 2.7052 0.4126 -2.2812
O 1.6444 -0.1841 -2.0621
H 4.9447 1.0386 -4.6224
H 5.2644 1.0050 -2.8922
H 4.3096 2.3241 -3.5939
H 3.3591 -0.1984 -5.4461
H 1.7388 0.2189 -4.8573
H 2.5125 -1.2836 -4.3298
H 3.2198 0.9894 -1.5033
*
```


[2]
C43H53BBiN8O2S3 as an isolated structure, computed with ωB97M-V/def2-TZVPD.

Output
Electronic energy = -100485.4370 eV
Energy above the lowest of the compared OMol25 structures with the same formula, charge and spin = 25.10 kcal/mol
HOMO = -9.951 eV

Geometry as ORCA input:
```
! wB97M-V def2-TZVPD RIJCOSX def2/J DEFGRID3
* xyz 1 1
Bi -0.3736 0.3565 3.0327
C -5.0562 0.7467 -0.7517
C -3.8413 -0.1021 -0.9303
C -3.8433 -1.2302 -1.6788
C -2.6672 -2.0418 -1.7573
N -1.5485 -1.6463 -1.2503
N -1.4904 -0.4741 -0.5635
B -0.1239 -0.0494 -0.2571
N 0.3101 1.3418 -0.1759
N 0.1435 1.6632 -1.5030
C 0.8703 2.5697 -2.0493
C 1.9063 3.2260 -1.2726
C 2.0656 2.9953 0.0363
C 3.0984 3.6814 0.8702
C 1.1207 2.0762 0.7527
S 1.9453 0.8893 1.9083
C 0.6001 2.9480 -3.4969
C -0.2181 1.8532 -4.1857
C -0.1975 4.2604 -3.5156
C 1.9298 3.1532 -4.2396
N 0.9359 -1.1446 -0.3196
N 1.5556 -1.1089 -1.5002
C 2.5233 -1.9525 -1.7489
C 2.9603 -2.8501 -0.7508
C 2.3229 -2.8983 0.4543
C 2.7684 -3.7959 1.5601
C 1.2212 -2.0204 0.6593
S 0.2850 -2.1172 2.0831
C 3.1521 -1.8726 -3.1346
C 4.2101 -2.9541 -3.3410
C 3.7704 -0.4753 -3.2839
C 2.0449 -2.0605 -4.1829
C -2.6338 0.2354 -0.2207
S -2.6470 1.3507 1.0114
C -2.6437 -3.3839 -2.4794
C -4.0533 -3.8668 -2.8270
C -1.8407 -3.2063 -3.7753
C -1.9603 -4.4217 -1.5791
H -5.7874 0.5444 -1.5323
H -4.7908 1.8028 -0.7483
H -5.5104 0.5368 0.2189
H -4.7484 -1.5286 -2.1876
H 2.5594 3.9361 -1.7634
H 3.6769 4.3760 0.2645
H 3.7703 2.9505 1.3210
H 2.6160 4.2247 1.6849
H -1.1522 1.6785 -3.6530
H 0.3414 0.9182 -4.2057
H -0.4469 2.1484 -5.2106
H -1.1895 4.1153 -3.0825
H -0.3191 4.5975 -4.5463
H 0.3159 5.0482 -2.9591
H 2.6373 2.3558 -4.0153
H 2.3897 4.1066 -3.9759
H 1.7546 3.1572 -5.3158
H 3.8104 -3.4925 -0.9316
H 3.5658 -4.4580 1.2302
H 1.9343 -4.3850 1.9408
H 3.1309 -3.1825 2.3884
H 5.0607 -2.8313 -2.6677
H 4.5844 -2.8978 -4.3630
H 3.7866 -3.9504 -3.1982
H 4.6257 -0.3475 -2.6172
H 3.0212 0.2733 -3.0308
H 4.1006 -0.3151 -4.3111
H 1.6789 -3.0887 -4.1698
H 2.4296 -1.8486 -5.1815
H 1.2148 -1.3892 -3.9766
H -4.5390 -3.2054 -3.5464
H -4.6768 -3.9455 -1.9341
H -3.9901 -4.8544 -3.2828
H -2.2651 -2.4104 -4.3915
H -1.8558 -4.1313 -4.3539
H -0.8108 -2.9493 -3.5403
H -2.5558 -4.5976 -0.6810
H -0.9735 -4.0765 -1.2738
H -1.8553 -5.3668 -2.1135
O 0.3538 2.8467 1.7222
C -0.6017 3.7746 1.4685
C -0.8921 4.3316 0.2323
C -1.9106 5.2635 0.1139
C -2.6357 5.6736 1.2234
C -2.3047 5.1683 2.4651
C -1.3027 4.2089 2.6132
C -0.9911 3.7376 3.9591
N -0.3849 2.6590 4.2538
C -0.0002 2.3638 5.6207
C 1.1852 1.3952 5.5525
N 0.6929 0.1246 5.0405
C 0.7187 -0.9277 5.7971
C 0.0347 -2.1526 5.5953
C 0.4658 -3.2932 6.3127
C -0.1592 -4.4990 6.1732
C -1.2725 -4.5998 5.3181
C -1.7593 -3.5010 4.6615
C -1.1352 -2.2348 4.7789
O -1.6534 -1.2008 4.1917
H -0.3517 4.0253 -0.6489
H -2.1343 5.6782 -0.8607
H -3.4420 6.3863 1.1202
H -2.8360 5.5060 3.3474
H -1.2879 4.4233 4.7621
H -0.8262 1.8647 6.1384
H 0.2629 3.2664 6.1796
H 1.6369 1.2761 6.5403
H 1.9284 1.7957 4.8593
H 1.3251 -0.8627 6.7049
H 1.3253 -3.1952 6.9669
H 0.1890 -5.3663 6.7168
H -1.7562 -5.5592 5.1836
H -2.6214 -3.5692 4.0108
*
```


[3]
C43H53Cl3Ge2IrN3O2SSi as an isolated structure at a distorted geometry, computed with ωB97M-V/def2-TZVPD.

Output
Electronic energy = -226146.8247 eV
HOMO (alpha / beta) = -13.871 / -13.871 eV

Geometry as ORCA input:
```
! wB97M-V def2-TZVPD RIJCOSX def2/J DEFGRID3
* xyz 3 2
Ir 0.1534 -0.1677 -0.5233
C 6.0268 -3.6342 -0.3785
C 4.4862 -3.5521 -0.3741
Ge 4.1395 -1.6744 -0.0518
C 4.6887 -0.5382 -1.5382
C 5.8075 0.4132 -1.1052
C 4.7440 -1.0653 1.6523
C 4.1315 -1.1199 2.8363
Ge 2.1990 -1.3588 3.0102
C 1.7178 -2.9580 4.0103
C 0.7617 -2.7555 5.1864
C 1.1736 0.3134 3.0964
C 0.4867 0.6491 4.4224
C 4.8117 -1.0041 4.1368
C 6.1504 -1.3677 4.2944
C 6.7651 -1.2401 5.5278
C 6.0553 -0.7505 6.6176
C 4.7197 -0.3982 6.4794
C 4.1049 -0.5342 5.2462
H 6.3333 -4.6483 -0.6340
H 6.4466 -3.4059 0.6016
H 6.4846 -2.9769 -1.1209
H 4.0498 -4.1679 0.4106
H 4.0684 -3.8567 -1.3341
H 3.8484 0.0085 -1.9676
H 5.0203 -1.2561 -2.2912
H 5.4868 1.0943 -0.3162
H 6.1219 1.0150 -1.9588
H 6.6892 -0.1197 -0.7488
H 5.7841 -0.7382 1.6002
H 2.6746 -3.3607 4.3492
H 1.3062 -3.6792 3.2999
H 1.1385 -2.0271 5.9044
H 0.6381 -3.6981 5.7181
H -0.2271 -2.4322 4.8607
H 0.4258 0.2694 2.2935
H 1.8918 1.0938 2.8316
H -0.2214 -0.1177 4.7284
H -0.0616 1.5865 4.3297
H 1.2052 0.7836 5.2303
H 6.7052 -1.7799 3.4610
H 7.8005 -1.5294 5.6449
H 6.5430 -0.6495 7.5776
H 4.1655 -0.0175 7.3264
H 3.0618 -0.2321 5.1558
O 1.8188 1.0481 -0.4301
S 2.2381 2.4633 0.0274
C 0.7566 3.4971 0.1775
C -0.1476 3.5894 -1.0078
C -0.1367 4.6984 -1.8406
C -0.9932 4.7577 -2.9305
C -1.8692 3.7141 -3.1907
C -1.9175 2.6142 -2.3429
C -1.0650 2.5692 -1.2504
C 3.1722 3.1664 -1.3471
C 2.5619 3.3486 -2.7090
C 2.7182 4.5794 -3.3371
C 2.2506 4.7739 -4.6286
C 1.6136 3.7414 -5.2989
C 1.4557 2.5101 -4.6762
C 1.9360 2.3117 -3.3907
H 1.1818 4.4572 0.4850
H 0.2403 3.0797 1.0471
H 0.5432 5.5189 -1.6454
H -0.9837 5.6291 -3.5714
H -2.5391 3.7692 -4.0381
H -2.6514 1.8374 -2.5054
H -1.1640 1.7562 -0.5191
H 4.0501 2.5158 -1.3633
H 3.5154 4.1216 -0.9366
H 3.2236 5.3899 -2.8246
H 2.3883 5.7323 -5.1108
H 1.2519 3.8899 -6.3074
H 0.9739 1.6982 -5.2077
H 1.8246 1.3506 -2.9148
C -11.3691 -2.7306 -1.5724
C -10.1013 -1.9695 -1.8286
C -10.1209 -0.5952 -2.0588
C -8.9569 0.1126 -2.3026
C -7.7370 -0.5507 -2.3255
N -6.5630 0.2151 -2.5997
C -5.3147 0.0804 -2.1122
O -4.3425 0.6602 -2.5773
N -5.2016 -0.7467 -0.9927
C -4.0387 -1.1285 -0.3683
C -4.1065 -2.0620 0.6711
C -2.9493 -2.4863 1.2829
C -1.7293 -1.9853 0.8722
N -1.6495 -1.0648 -0.1046
C -2.7734 -0.6451 -0.7168
C -7.6964 -1.9282 -2.1389
C -8.8719 -2.6191 -1.8812
H -12.1450 -2.0817 -1.1705
H -11.2053 -3.5481 -0.8717
H -11.7488 -3.1635 -2.4999
H -11.0648 -0.0653 -2.0419
H -8.9960 1.1825 -2.4666
H -6.6546 0.9812 -3.2505
H -6.0667 -1.1115 -0.6169
H -5.0657 -2.4589 0.9808
H -2.9810 -3.2192 2.0765
H -0.8054 -2.3149 1.3206
H -2.6908 0.0920 -1.4951
H -6.7705 -2.4783 -2.2541
H -8.8319 -3.6936 -1.7501
Cl 1.6886 -1.3584 -3.5483
Si 0.0150 -0.8422 -2.5734
Cl 1.6608 -1.8916 0.7376
Cl -1.5666 -1.1284 -3.7327
*
```